No. 1
{
  "formula": "C4H6O2",
  "method": "wB97M-V/def2-TZVPD",
  "relative_energy_kcal_mol": 84.96,
  "total_charge": 0,
  "homo_energy_ha": -0.33512,
  "mol_weight_g_mol": 86.1,
  "species": ["O", "C", "C", "C", "C", "O", "H", "H", "H", "H", "H", "H"],
  "xyz": [[-2.7009, -1.0263, -0.4085], [-1.5565, -0.7448, -0.5906], [-0.1221, -0.6735, 0.4766], [0.8760, -0.0081, -0.4315], [0.7007, 1.2052, 0.5001], [-0.2623, 0.4785, 1.2978], [-1.0155, -0.1501, -1.6133], [-0.0019, -1.6157, 1.0292], [0.2382, 0.1580, -1.4069], [1.8472, -0.4162, -0.7233], [0.2418, 2.0751, 0.0158], [1.5506, 1.5255, 1.1151]],
  "forces_ev_per_a": [[2.0, 0.3, -0.2], [1.0, 1.1, -0.1], [-2.0, -0.5, -1.2], [-0.7, 0.3, -1.3], [0.1, 0.2, -0.1], [-0.1, -0.1, 0.0], [-2.3, -1.5, 1.5], [0.1, 0.3, -0.3], [2.1, 0.1, 1.2], [-0.2, 0.1, 0.4], [0.1, -0.1, 0.2], [-0.1, -0.2, -0.2]]
}

=====

No. 2
{
  "formula": "C4H6O2",
  "method": "wB97M-V/def2-TZVPD",
  "smiles": "O=C[C@H]1C[C@H]1O",
  "relative_energy_kcal_mol": 40.14,
  "total_charge": 0,
  "homo_energy_ha": -0.35831,
  "mol_weight_g_mol": 86.1,
  "species": ["O", "C", "C", "C", "C", "O", "H", "H", "H", "H", "H", "H"],
  "xyz": [[-0.8554, -1.4302, 1.1559], [-1.3136, -0.3955, 0.7062], [-0.4935, 0.6485, 0.0531], [0.9943, 0.5834, 0.3520], [0.4996, 0.0537, -0.9515], [0.4247, -1.2924, -1.2231], [-2.4041, -0.2205, 0.7269], [-0.9704, 1.6002, -0.1419], [1.2636, -0.0184, 1.2235], [1.5553, 1.5055, 0.2843], [0.7410, 0.6275, -1.8436], [0.5584, -1.6619, -0.3418]],
  "forces_ev_per_a": [[-0.2, 0.5, -0.1], [0.1, -0.1, 0.1], [-0.3, 0.1, 0.1], [0.1, 0.2, 0.0], [0.3, 0.3, 0.1], [0.5, 0.0, 0.2], [0.1, 0.0, 0.1], [0.0, -0.1, -0.1], [0.0, -0.2, -0.6], [-0.1, 0.1, 0.1], [-0.2, 0.0, 0.2], [-0.2, -0.9, -0.1]]
}